Entry from OMol25: a structure of composition C2H4N2O (ωB97M-V/def2-TZVPD).

Geometry as XYZ:
```
9
Properties=species:S:1:pos:R:3:forces:R:3
C -0.54531 -0.31206 1.30116 -0.998 2.384 2.157
C 0.79517 0.82077 -1.15768 -4.399 -2.398 1.688
N -1.53518 -1.13602 1.15400 -0.937 -0.111 0.424
N 0.17073 -0.76451 0.28189 3.177 1.520 -3.399
O -0.90682 -1.59464 -0.05208 -0.243 -0.164 -0.077
H -0.38227 0.57141 2.00003 -0.151 -1.669 -0.900
H 0.07832 1.52657 -0.83633 -0.350 0.867 -0.136
H 1.65363 0.67752 -0.70814 4.457 0.222 2.095
H 0.67174 0.21096 -1.98285 -0.557 -0.651 -1.853
```
Positions in Å, forces in eV/Å.

Calculated values
multiplicity	1
E_HOMO (alpha / beta)	-9.42 / -9.16	eV
net charge	0
energy above the lowest of the compared OMol25 structures with the same formula, charge and spin	171.8	kcal/mol

=====

Entry from OMol25: a structure of composition C2H3N3 (ωB97M-V/def2-TZVPD).

Geometry as XYZ:
```
8
Properties=species:S:1:pos:R:3:forces:R:3
N -0.03036 0.85892 -0.12525 -0.045 -0.146 -0.041
C 1.15343 0.21687 -0.41537 -0.621 -0.077 -0.031
N 0.84830 -1.11917 -0.24820 0.096 0.499 0.101
N -0.50139 -1.29042 0.13344 0.141 0.706 -0.069
C -0.99386 -0.08803 0.12493 0.240 -0.156 -0.054
H -0.17665 1.86146 -0.16610 0.084 -0.406 0.007
H 1.74602 -0.59289 0.43608 -0.220 -0.320 0.080
H -2.04549 0.15327 0.26046 0.325 -0.099 0.008
```
Positions in Å, forces in eV/Å.

Calculated values
multiplicity	1
E_HOMO	-9.82	eV
net charge	0
energy above the lowest of the compared OMol25 structures with the same formula, charge and spin	73.9	kcal/mol

=====

Entry from OMol25: a cluster of 2 separate species, C3H9N4 in total (ωB97M-V/def2-TZVPD).

Geometry as XYZ:
```
16
Properties=species:S:1:pos:R:3:forces:R:3
C 1.40434 0.51673 -0.78231 -2.551 1.903 -0.680
C -0.39248 -0.65879 0.39672 -0.788 -1.109 0.234
C -1.01501 -1.31795 -0.81150 1.345 -0.641 -0.689
N 2.51016 -0.03692 -0.59394 0.720 -0.123 2.231
N 0.29581 -1.31234 1.21027 0.555 0.008 0.748
N -0.49436 0.79025 0.59534 2.291 -1.189 0.869
N -1.42557 1.44781 0.13219 -0.421 2.230 -0.519
H 1.07538 0.73664 -1.80631 0.417 -0.539 -0.183
H -1.89279 -1.97918 -0.77514 0.325 0.335 0.823
H -0.19390 -1.93331 -1.35462 -1.360 1.198 0.893
H -1.28478 -0.46814 -1.38747 -0.373 0.357 -1.518
H 3.04493 -0.45268 -1.32590 0.977 -0.203 -0.374
H 0.78538 -0.71258 1.88864 -0.485 -0.183 0.012
H -1.36748 2.46664 0.24780 -0.106 -0.463 0.449
H 2.81690 -0.08354 0.41292 0.050 -0.591 -1.489
H -2.12944 1.17732 -0.51809 -0.596 -0.992 -0.809
```
Positions in Å, forces in eV/Å.

Calculated values
multiplicity	1
E_HOMO (alpha / beta)	-13.05 / -13.04	eV
net charge	+1
energy above the lowest of the compared OMol25 structures with the same formula, charge and spin	137.8	kcal/mol

=====

Entry from OMol25: a structure of composition C4H3Cl2O2 (ωB97M-V/def2-TZVPD).

Geometry as XYZ:
```
11
Properties=species:S:1:pos:R:3:forces:R:3
C -0.38330 -2.55517 -0.49625 -2.403 4.596 1.462
C -0.83923 -1.24707 -0.35403 3.476 2.441 0.290
C 0.83786 1.22266 0.63934 1.818 1.113 -2.229
C 0.11679 0.09538 0.81853 -2.545 -4.872 2.528
O -1.52135 -2.39782 0.21594 -2.009 -0.808 0.802
O 0.33284 -3.39807 -0.74569 3.538 -4.982 -1.637
Cl -0.18361 2.48544 0.01479 -1.003 1.600 -0.448
Cl 1.27922 -1.13606 1.53805 -0.017 -0.147 0.262
H -1.12345 -0.63783 -1.15649 -1.671 0.392 -1.224
H 1.65097 1.08328 -0.09839 -0.012 0.229 0.650
H -0.78752 0.09434 1.47740 0.829 0.438 -0.457
```
Positions in Å, forces in eV/Å.

Calculated values
multiplicity	1
E_HOMO	-2.75	eV
net charge	-1
energy above the lowest of the compared OMol25 structures with the same formula, charge and spin	92.6	kcal/mol

=====

Entry from OMol25: a cluster of 2 separate species, C2H7N2O3 in total (ωB97M-V/def2-TZVPD).

Geometry as XYZ:
```
14
Properties=species:S:1:pos:R:3:forces:R:3
C 2.12677 0.03582 -0.09617 -1.124 -2.177 0.767
C -0.98037 -0.81156 -0.42078 -0.802 -0.387 0.154
N 1.24642 2.09476 0.27598 -2.210 -0.338 -0.725
N 0.31804 -1.27449 0.17408 0.000 2.388 2.169
O 2.92572 -0.90882 -0.42568 0.844 -2.309 -4.328
O 2.98711 -0.31528 0.85082 -0.668 2.254 3.458
O 1.60077 1.01224 -0.64464 0.776 1.500 0.718
H -1.53106 0.08672 0.02250 1.762 -0.996 -0.174
H -0.69845 -0.65073 -1.41623 -0.149 0.851 -1.627
H -1.80102 -1.54155 -0.49399 0.667 -0.409 0.450
H 1.08419 2.81312 -0.40524 0.176 0.664 0.180
H 1.83007 2.30590 1.07144 1.177 -0.393 -0.404
H 0.68741 -2.20434 0.08516 -0.514 -0.623 -0.940
H 0.22839 -1.17278 1.17824 0.066 -0.025 0.303
```
Positions in Å, forces in eV/Å.

Calculated values
multiplicity	1
E_HOMO	-15.09	eV
net charge	+1
energy above the lowest of the compared OMol25 structures with the same formula, charge and spin	176.2	kcal/mol

=====

Entry from OMol25: a structure of composition C38H44BrDyNO2PSe2Te2 (ωB97M-V/def2-TZVPD).

Geometry as XYZ:
```
92
Properties=species:S:1:pos:R:3:forces:R:3
Dy 0.75221 -1.48178 0.52143 0.772 0.500 -1.705
C -1.37666 -5.12700 1.04921 -0.425 -0.095 -0.051
C -2.24749 -3.95473 0.55276 -0.598 -0.419 0.247
C -2.11353 -3.73459 -0.96289 0.595 -0.811 0.210
C -2.27669 -2.74138 1.48525 0.839 1.324 -0.219
C -3.10555 -2.95662 2.73857 0.069 0.871 1.287
O -2.39667 -2.14242 3.80718 -0.192 -0.498 -1.655
C -1.18242 -1.78196 3.30106 -0.931 -2.564 -2.447
N -0.97664 -2.15859 2.04160 -0.669 0.717 1.808
C -0.36726 -1.15858 4.33892 0.712 1.219 0.544
C -0.70332 -1.55805 5.64391 -0.533 -0.505 -0.456
C -0.56089 -0.70683 6.70828 -0.232 -0.588 0.722
C -0.01403 0.53272 6.49065 0.325 0.978 0.782
C 0.57957 0.85002 5.28709 0.324 -0.113 0.508
C 0.44887 0.00353 4.19882 -1.005 -0.135 0.414
P 1.42007 0.48480 2.75737 0.184 -0.835 -0.601
C 3.05155 0.39591 3.57195 0.241 0.226 0.659
C 3.42353 -0.87360 4.00282 0.806 -0.397 -0.002
C 4.65225 -1.11355 4.63899 0.065 0.358 -0.463
C 5.56079 -0.06062 4.78685 -0.447 -0.156 -0.396
C 5.16574 1.22295 4.38376 -0.011 -0.708 0.761
C 3.89467 1.47758 3.89632 -0.117 -0.690 -0.252
C 1.02645 2.22585 2.51168 -1.157 0.351 0.554
C -0.26145 2.68909 2.91046 0.494 0.547 -0.355
C -0.68535 3.93555 2.42888 -0.602 -0.447 0.483
C 0.13453 4.75733 1.67934 -0.037 0.474 -0.340
C 1.39908 4.30622 1.34239 0.514 0.179 0.335
C 1.85729 3.06185 1.76379 0.450 -0.342 -0.272
H -0.73926 -5.53380 0.25646 -0.181 0.219 0.249
H -2.05333 -5.91875 1.37116 0.236 -0.178 0.223
H -0.73101 -4.82584 1.87814 -0.014 -0.127 -0.068
H -3.30507 -4.23621 0.70558 0.167 -0.288 -0.288
H -1.06284 -3.77020 -1.26012 -0.126 0.256 -0.034
H -2.56192 -2.84338 -1.35174 -0.292 0.720 -0.020
H -2.58830 -4.57928 -1.48331 0.077 0.152 0.220
H -2.74165 -1.94205 0.87244 0.230 -0.085 0.441
H -3.19037 -3.97881 3.13273 0.372 0.201 -0.280
H -4.12257 -2.54868 2.62979 0.463 -0.064 0.206
H -1.18441 -2.52376 5.79024 0.005 0.316 -0.077
H -0.92825 -1.01983 7.69766 0.277 0.282 -0.538
H -0.00767 1.26182 7.29457 0.143 -0.077 0.005
H 1.19822 1.75390 5.20518 -0.426 -0.378 -0.004
H 2.79591 -1.73716 3.79864 -0.088 0.154 -0.001
H 4.92054 -2.14022 4.89797 -0.084 0.375 0.072
H 6.56623 -0.22354 5.18374 -0.402 0.021 -0.095
H 5.85036 2.02739 4.55687 0.173 0.464 0.017
H 3.58241 2.50475 3.82157 -0.127 0.164 -0.510
H -0.90155 2.15443 3.64269 0.484 0.160 -0.954
H -1.70534 4.26690 2.61565 0.209 -0.045 0.300
H -0.20871 5.77217 1.38974 0.256 -0.900 0.082
H 2.08375 4.95106 0.81167 -0.003 0.044 -0.157
H 2.88754 2.72945 1.51512 -0.928 0.207 0.006
Se 1.48228 -3.93478 -0.48798 0.126 -0.139 -0.289
Te 2.96193 -3.84998 1.48743 0.874 1.345 -0.304
Te 4.79453 -1.73392 0.40231 -0.692 -1.216 0.687
Se 3.13996 0.06102 0.01181 -0.030 0.274 -0.198
C -3.42721 3.81036 -3.78702 -0.391 -1.301 -0.622
C -2.45282 2.95857 -4.67779 -0.023 0.885 -0.537
C -3.24179 2.27347 -5.82651 0.575 -0.135 0.368
C -1.40053 3.93619 -5.27731 0.285 0.546 0.812
C -1.69932 1.89466 -3.88447 -0.126 -0.762 1.131
C -1.86445 1.77494 -2.48229 0.353 0.950 -0.980
C -1.10407 0.90841 -1.72550 -0.199 -1.037 -0.868
Br -1.36093 0.81709 0.16601 0.081 -0.067 -0.033
C -0.30977 -0.08924 -2.31840 0.645 0.199 -0.521
O 0.27490 -1.05527 -1.64301 -0.549 0.159 1.332
C -0.09652 0.02933 -3.73703 -0.727 0.147 0.278
C -0.81814 0.97384 -4.49274 0.335 0.092 1.165
C 0.84892 -0.94751 -4.42408 0.740 0.179 -1.296
C 0.23103 -2.35802 -4.49951 -0.028 0.251 0.185
C 1.05462 -0.48471 -5.88780 0.429 -1.127 -0.519
C 2.24913 -0.97687 -3.78304 0.310 -0.421 0.108
H -3.98212 4.52798 -4.42517 0.320 -0.396 0.428
H -2.91296 4.32989 -2.99048 0.295 0.329 0.021
H -4.14542 3.12379 -3.27763 0.237 0.537 -0.502
H -3.88753 2.94474 -6.39271 -0.071 0.085 0.208
H -3.78830 1.44593 -5.39556 -0.617 -0.078 0.043
H -2.56868 1.79415 -6.54092 0.170 0.203 0.011
H -1.81593 4.85378 -5.72368 -0.248 -0.446 0.014
H -0.73485 3.48351 -6.00703 -0.090 -0.280 -0.131
H -0.74551 4.29241 -4.45875 -0.244 -0.158 -0.268
H -2.51934 2.45705 -1.96923 -0.127 0.085 0.109
H -0.61310 1.00664 -5.55743 -0.298 0.222 0.241
H -0.76395 -2.30143 -4.94937 -0.052 0.037 0.117
H 0.14719 -2.74254 -3.48402 -0.026 -0.301 -0.072
H 0.81610 -3.03375 -5.13912 0.098 0.189 0.351
H 0.10977 -0.60962 -6.44382 0.432 0.265 -0.026
H 1.81531 -1.12972 -6.39781 -0.629 0.268 0.520
H 1.45420 0.52351 -5.97459 -0.243 0.202 0.080
H 2.21519 -1.26757 -2.74272 -0.025 -0.028 0.199
H 2.76404 -0.02310 -3.83389 -0.202 0.428 -0.015
H 2.94280 -1.67665 -4.27803 -0.525 -0.016 -0.118
```
Positions in Å, forces in eV/Å.

Calculated values
multiplicity	6
⟨S²⟩	9.340
E_HOMO (alpha / beta)	-6.52 / -6.52	eV
net charge	0